Here is a cluster of 2 separate species, C8H10NOP in total at a distorted geometry from the OMol25 dataset. Energies are from the ωB97M-V functional and the def2-TZVPD basis.

Summary:
SMILES   Cc1ccccc1C#N.OP
Gap between HOMO and LUMO   0.3347 Eh
Largest force on an atom   3.75 eV/A
LUMO energy   0.147 eV
Spin multiplicity   1
ΔE to the lowest compared entry with this formula, charge and spin   74.76 kJ/mol

The geometry in XYZ format:
```
21
Properties=species:S:1:pos:R:3:forces:R:3:mulliken_charge:R:1
C 0.90702 -0.87305 -0.93995 3.515 1.137 -0.644 -1.201
C 0.51129 -0.88632 0.49717 1.572 0.567 1.435 0.770
C 1.46445 -1.44570 1.39921 -2.474 0.339 0.470 -0.613
C 1.25409 -1.45481 2.77463 -1.543 0.781 -0.861 -0.621
C 0.08154 -0.88029 3.22276 -0.224 1.038 2.805 -0.298
C -0.80690 -0.19566 2.40011 -0.446 0.032 2.276 -0.599
C -0.60033 -0.16965 1.05907 0.911 -1.705 -1.382 0.776
C -1.64303 0.38504 0.27272 -0.004 1.379 -1.316 0.063
N -2.35419 0.99662 -0.40029 -0.075 -0.822 0.555 -0.551
H 1.79279 -1.60584 -1.19587 -1.732 1.327 0.853 0.305
H 0.11827 -1.15227 -1.54852 -1.639 -0.279 -1.469 0.410
H 1.31043 0.19499 -1.29362 -1.107 -2.218 0.850 0.185
H 2.20345 -2.10628 1.08584 1.538 -0.468 -1.197 0.336
H 1.90925 -1.88695 3.48810 0.636 -0.475 0.234 0.422
H -0.10270 -0.82639 4.35181 0.189 -0.222 -1.765 0.241
H -1.66575 0.33737 2.87285 0.726 -0.606 -0.635 0.342
O -2.60082 2.28792 -2.99541 1.696 -0.036 -0.558 -0.551
P -0.91807 2.11242 -2.84366 0.020 1.926 1.036 0.057
H -2.95298 1.62597 -2.38420 -0.041 0.135 0.163 0.427
H -0.32977 2.21077 -4.11951 -0.665 0.035 -0.608 0.046
H -0.46021 3.58110 -2.59343 -0.851 -1.865 -0.241 0.054
```
Forces are in eV/Å.

=====

Here is the molecule C5H8N2O2 at a distorted geometry from the OMol25 dataset. Energies are from the ωB97M-V functional and the def2-TZVPD basis.

Summary:
SMILES   CON1C=CC/C1=N/O
Gap between HOMO and LUMO   0.3429 Eh
Largest force on an atom   2.03 eV/A
LUMO energy   0.873 eV
Spin multiplicity   1
ΔE to the lowest compared entry with this formula, charge and spin   536.69 kJ/mol

The geometry in XYZ format:
```
17
Properties=species:S:1:pos:R:3:forces:R:3:mulliken_charge:R:1
C 2.26088 -0.99133 0.29239 0.088 1.188 -0.581 -0.509
O 1.22306 -0.53222 -0.58942 1.312 0.250 -0.889 -0.357
N 0.08816 -0.26907 0.14118 -1.313 -0.700 -0.099 0.109
C -0.92809 -1.23134 -0.18086 -1.122 1.556 0.673 -0.396
C -2.12986 -0.62290 -0.09267 0.001 -1.853 -0.419 -0.442
C -2.02734 0.86232 0.07573 0.847 -0.674 0.291 -0.071
C -0.52261 1.01663 0.00818 0.245 -0.207 0.496 0.081
N 0.04478 2.13591 -0.05470 -1.344 0.777 -0.132 -0.499
O 1.40354 2.15109 -0.10810 1.394 -0.215 -0.298 -0.382
H 1.95240 -1.94698 0.70740 0.438 -0.068 0.158 0.259
H 2.42360 -0.20199 1.03016 -0.131 -0.381 0.382 0.276
H 3.16793 -0.98162 -0.32894 -0.319 -0.658 0.174 0.274
H -0.62520 -2.25231 -0.41384 -0.236 0.369 0.334 0.382
H -3.06018 -1.18937 -0.10755 0.172 0.335 -0.195 0.363
H -2.42336 1.21322 1.02670 0.063 0.045 0.134 0.234
H -2.50559 1.42173 -0.71004 -0.254 0.171 -0.327 0.294
H 1.65788 1.41823 -0.69563 0.160 0.064 0.301 0.386
```
Forces are in eV/Å.

=====

Here is a structure of composition C39H48N6O2TeV at a distorted geometry from the OMol25 dataset. Energies are from the ωB97M-V functional and the def2-TZVPD basis.

Summary:
Expectation value of S²   3.7584
Gap between HOMO and LUMO (alpha / beta)   0.1881 / 0.1859 Eh
Largest force on an atom   3.35 eV/A
LUMO energy (alpha / beta)   -0.433 / -0.493 eV
Spin multiplicity   4
ΔE to the lowest compared entry with this formula, charge and spin   47.26 kJ/mol

The geometry in XYZ format:
```
97
Properties=species:S:1:pos:R:3:forces:R:3:mulliken_charge:R:1
V -0.23622 -1.13976 1.15141 0.154 0.258 -0.799 0.526
C -3.25315 2.19361 -1.98404 -2.670 0.225 -1.583 -1.895
C -1.95982 1.52210 -1.66134 0.864 -0.458 0.227 2.180
C -1.02768 2.46656 -0.93132 -0.225 -2.511 0.985 -0.848
C -0.38098 3.48173 -1.54410 0.476 1.817 -2.254 0.307
C 0.62570 4.23337 -0.95161 -0.962 -1.075 0.220 -1.587
C 0.96560 3.88246 0.32444 0.653 -0.054 0.835 -0.775
C 0.42542 2.77406 0.97001 0.506 0.771 -0.047 0.884
C 0.95736 2.25757 2.28506 0.251 0.113 -1.404 0.848
C 2.36532 2.68939 2.67596 -1.342 0.608 1.246 -1.852
C -0.59081 2.08941 0.34540 0.285 0.078 0.287 -0.323
N -1.06740 0.94167 1.02839 -1.519 -0.745 0.006 1.466
C -2.31115 0.95733 1.42115 -0.788 -0.237 0.092 -0.252
C -2.94252 -0.25527 1.92490 0.268 -0.390 -0.455 -0.412
C -4.22163 -0.53724 2.46302 0.049 2.343 -0.065 -0.885
C -4.23214 -1.85618 2.83756 0.754 -0.317 -0.598 -0.994
C -2.99083 -2.39983 2.45583 0.123 1.266 -0.331 -1.058
N -2.20818 -1.44873 1.86919 -0.671 0.271 0.841 1.232
H -3.94621 1.47852 -2.47010 0.206 -0.033 0.338 0.484
H -3.33338 3.03063 -2.73117 1.091 -0.509 0.668 0.318
H -3.83387 2.58701 -1.12685 0.666 -0.350 -0.002 0.349
H -1.39291 1.06591 -2.48810 -0.382 0.822 -0.561 -0.931
H -2.11943 0.55665 -1.12736 -0.292 1.189 0.327 -0.548
H -0.57086 3.72852 -2.60550 -0.254 -0.344 0.660 0.429
H 1.14443 4.95349 -1.53106 0.340 0.719 -0.183 0.469
H 1.71503 4.42641 0.86058 0.510 0.301 0.043 0.316
H 0.90907 1.19491 2.13882 0.269 -0.811 0.225 -0.567
H 0.21241 2.44811 3.02100 -0.403 0.353 1.068 0.537
H 3.09197 2.43687 1.92424 0.284 0.192 -0.395 0.374
H 2.58568 2.10490 3.58674 0.314 0.559 -0.158 0.417
H 2.31983 3.79070 2.91093 0.613 -1.132 -0.178 0.493
H -2.95406 1.89349 1.34984 0.926 -1.053 0.029 0.352
H -5.04286 0.20546 2.61436 0.896 -0.800 -0.194 0.406
H -5.08967 -2.31562 3.23707 -0.592 -0.833 0.530 0.526
H -2.59993 -3.38135 2.60956 -0.098 -0.474 -0.095 0.653
O 5.25625 -1.16983 -3.41446 0.525 0.780 1.377 -0.605
C 5.38598 -0.30601 -2.26968 -0.869 0.282 0.600 -0.493
C 4.16039 -0.42631 -1.36097 -1.734 -0.577 0.190 -0.005
C 4.06477 -0.19099 0.01431 1.149 0.254 -0.059 -1.047
C 2.88528 -0.43109 0.68031 -0.534 0.870 1.999 -0.235
N 1.72804 -0.82499 0.16660 -0.485 0.061 -0.494 0.105
C 1.72909 -0.96641 -1.17225 -0.272 -0.049 0.115 -0.111
C 2.89921 -0.79441 -1.88321 0.281 -0.478 -2.124 -0.360
C 0.40417 -1.28422 -1.85541 2.198 1.054 -0.408 0.917
C 0.30266 -1.17908 -3.23129 -0.496 0.203 -1.735 -0.179
C -0.92690 -1.48468 -3.84144 0.388 -1.004 1.154 0.433
C -0.96167 -1.61745 -5.35125 -1.181 0.540 1.274 -0.589
O -2.20799 -1.05790 -5.78645 0.498 -0.441 -0.626 -0.576
C -2.01038 -1.84887 -2.99330 0.998 0.451 -0.444 -0.702
C -1.78737 -1.88368 -1.63459 -0.967 0.266 -0.309 -0.523
N -0.63298 -1.56508 -1.09933 0.940 -0.225 2.167 0.102
H 5.15398 -0.56957 -4.15866 -0.313 0.191 -0.440 0.306
H 5.36040 0.79602 -2.55715 0.493 -1.274 0.175 0.064
H 6.25408 -0.58243 -1.61739 -0.354 0.333 -0.948 0.376
H 4.87920 0.19567 0.64444 -0.166 -0.279 -0.554 0.378
H 2.81884 -0.15184 1.75584 0.274 -0.542 -0.750 0.436
H 2.80311 -1.00723 -2.96178 0.533 0.314 0.710 0.629
H 1.08581 -0.79298 -3.94538 -0.551 -0.558 1.306 -0.146
H -1.03917 -2.70083 -5.55569 0.312 0.557 -0.272 0.385
H -0.01834 -1.16344 -5.71452 -0.733 -0.160 -0.509 0.292
H -2.19858 -0.10043 -5.68296 0.367 0.111 -0.013 0.314
H -3.00756 -2.02337 -3.33646 -0.258 -0.255 -0.515 0.560
H -2.56033 -2.09351 -0.90608 -0.251 -0.097 -0.171 0.310
C -0.58773 -0.12694 5.79746 -1.266 1.993 0.009 -0.557
C 0.58820 -1.07037 5.88556 0.341 1.132 0.325 -1.130
N 0.32181 -2.29422 5.19830 -0.198 -1.816 0.920 0.255
C -0.00251 -3.38478 6.07822 0.311 -2.756 0.054 -0.705
C -1.43643 -3.37804 6.57728 -1.286 0.986 -1.057 -0.879
C 0.28884 -2.44342 3.87633 -0.078 -0.594 -0.038 1.402
C -0.01560 -3.75630 3.17318 0.278 -0.699 0.604 -1.943
N 0.65480 -1.50882 3.10865 0.298 2.799 -1.810 -0.306
H -1.35565 -0.35042 6.55533 0.163 -0.370 -0.465 0.335
H -1.09723 -0.10554 4.78948 0.642 -0.148 0.978 -0.017
H -0.35884 0.94440 6.06896 0.276 -1.018 -0.506 0.325
H 0.81479 -1.28779 6.93286 -0.325 -0.239 -0.107 0.449
H 1.52991 -0.61220 5.58583 0.037 0.105 -0.652 0.423
H 0.65035 -3.31349 6.96011 0.086 -0.246 -0.396 0.414
H 0.22957 -4.41189 5.54446 -0.400 2.053 1.144 0.354
H -1.68542 -2.45869 7.15353 0.271 -0.396 -0.592 0.218
H -1.67273 -4.17239 7.26198 0.148 -0.667 0.087 0.426
H -2.13855 -3.43278 5.68381 0.647 0.100 1.150 0.152
H 0.92675 -4.33927 3.30420 -0.772 -0.010 -0.098 0.537
H -0.12235 -3.61619 2.07345 -0.121 0.088 0.874 0.066
H -0.88691 -4.32721 3.58590 0.893 0.535 -0.396 0.371
H 0.89883 -0.62240 3.56960 -0.023 -0.638 -0.035 -0.182
Te 3.57910 2.06104 -4.44242 -0.612 -0.068 -0.041 -0.315
C 1.59045 2.06433 -5.30982 1.575 0.196 1.983 -0.630
C 1.49980 2.21688 -6.65738 2.034 -0.032 -0.935 -0.133
C 0.32688 2.09940 -7.29642 -1.518 0.541 0.118 -0.768
C -0.85546 2.08539 -6.53933 -0.112 -0.527 -0.455 -0.215
C -0.84425 2.04540 -5.16214 2.834 0.155 -0.166 -1.193
C 0.44458 2.01011 -4.55959 -1.048 -0.415 1.749 0.360
H 2.43329 2.41091 -7.18816 -0.309 -0.277 -0.148 0.337
H 0.36127 2.14753 -8.35907 -0.549 0.003 -0.716 0.425
H -1.78503 2.05734 -7.04625 -0.865 0.094 -0.528 0.444
H -1.69812 2.10310 -4.54850 -1.107 -0.036 0.455 0.802
H 0.57147 1.93543 -3.44016 -0.337 0.085 -1.333 0.204
```
Forces are in eV/Å.

=====

Here is a cluster of 2 separate species, C4H10N in total at a distorted geometry from the OMol25 dataset. Energies are from the ωB97M-V functional and the def2-TZVPD basis.

Summary:
Expectation value of S²   0.7561
Gap between HOMO and LUMO (alpha / beta)   0.3073 / 0.2092 Eh
Charge   +2
Largest force on an atom   1.43 eV/A
LUMO energy (alpha / beta)   -12.289 / -14.956 eV
Spin multiplicity   2
ΔE to the lowest compared entry with this formula, charge and spin   220.40 kJ/mol

The geometry in XYZ format:
```
15
Properties=species:S:1:pos:R:3:forces:R:3:mulliken_charge:R:1
C -1.36407 -1.40255 0.17125 0.975 0.421 0.956 0.466
C -1.29300 -2.02450 -1.08285 -0.131 0.000 -0.243 -0.509
C -0.52288 0.32942 1.58331 -0.522 -0.031 0.467 0.131
N -0.59034 -0.26774 0.43003 -0.028 -0.821 -1.029 0.146
H -1.90007 -1.79783 1.03031 -0.290 -0.081 -0.170 0.382
H -0.68341 -1.60308 -1.88089 -0.040 -0.083 -0.062 0.322
H -1.85154 -2.93966 -1.26142 -0.026 -0.026 -0.025 0.317
H -0.07853 1.31996 1.66783 0.420 -0.170 -0.061 0.276
H -0.97083 -0.17392 2.44031 -0.147 0.267 0.063 0.267
H 0.01077 0.06472 -0.34379 -0.120 0.616 0.103 0.126
C 1.81369 1.68818 -0.55185 0.292 0.008 0.327 -1.064
H 2.00963 0.69985 -0.11845 -0.168 -0.050 0.006 0.239
H 1.69001 2.43508 0.23138 -0.147 -0.042 0.059 0.294
H 0.98601 1.73249 -1.26208 0.028 -0.045 -0.103 0.298
H 2.74456 1.93959 -1.05308 -0.095 0.037 -0.286 0.308
```
Forces are in eV/Å.

=====

Here is a cluster of 2 separate species, C4H13NOS2 in total at a distorted geometry from the OMol25 dataset. Energies are from the ωB97M-V functional and the def2-TZVPD basis.

Summary:
Expectation value of S²   0.7585
Gap between HOMO and LUMO (alpha / beta)   0.3696 / 0.1775 Eh
Charge   +1
Largest force on an atom   6.34 eV/A
LUMO energy (alpha / beta)   -3.603 / -8.229 eV
Spin multiplicity   2
ΔE to the lowest compared entry with this formula, charge and spin   224.04 kJ/mol

The geometry in XYZ format:
```
21
Properties=species:S:1:pos:R:3:forces:R:3:mulliken_charge:R:1
N -1.55817 -0.65530 -0.69828 -0.934 -0.877 2.446 -0.363
C -0.24331 -0.85015 -0.20940 -0.199 0.128 -5.528 0.569
C 0.04308 -1.82597 0.78462 -1.016 -2.373 5.786 -1.251
C 0.45675 0.48695 -0.31336 5.337 1.812 -0.938 -0.758
S 0.15900 1.39360 1.22582 0.753 0.425 0.529 0.059
S 1.94511 2.36563 1.62960 -0.355 -0.487 -0.054 0.047
C 2.88580 1.16833 2.69136 0.890 0.143 -0.450 -0.670
H -2.36317 -0.60420 -0.08570 -0.006 -1.054 0.647 0.290
H -1.72343 0.10868 -1.27118 0.429 1.538 -1.955 0.207
H 0.20600 -1.37494 -1.23859 -0.286 1.147 1.763 0.169
H -0.15648 -1.54414 1.94468 -0.040 -0.066 -2.691 0.289
H 1.10609 -2.03481 0.87952 0.024 -0.299 -0.621 0.381
H -0.58797 -2.77876 0.69894 1.165 1.297 -0.331 0.359
H 0.35785 1.03625 -1.26496 -1.358 -0.170 0.483 0.462
H 1.68254 0.53079 -0.44289 -2.767 -1.082 0.885 0.339
H 2.19511 0.81149 3.46170 0.155 -0.532 -0.464 0.293
H 3.29743 0.42016 1.90190 -0.621 0.980 2.018 0.242
H 3.71553 1.69530 3.29863 -1.189 -0.555 -1.500 0.331
H -3.30485 0.80360 -3.85008 3.615 1.729 1.256 0.271
H -4.02799 0.39070 -5.02126 0.050 -0.320 -3.639 0.311
O -4.08492 0.45680 -4.12109 -3.646 -1.384 2.358 -0.579
```
Forces are in eV/Å.